A 2-piece molecular cluster, C2H8NO overall. Source: OMol25; level of theory: the ωB97M-V functional and the def2-TZVPD basis.

Atoms and positions in Å:
N 2.1143 0.1418 -0.0727
H 2.4519 1.1058 -0.0898
H 1.2586 0.0727 -0.6542
H 2.8201 -0.4712 -0.4746
H 1.8089 -0.1334 0.8581
C -0.9619 0.3084 1.2331
C -1.3092 -0.2380 0.0748
O -0.5359 -0.1914 -1.0801
H -1.7934 0.4083 1.9232
H -0.0482 0.6518 1.6856
H -2.2694 -0.7286 -0.0128
H -1.1365 -0.4029 -1.8036

Values from the calculation:
Total charge: +1
E_tot: -5733.6774 eV
HOMO-LUMO gap: 9.60 eV
HOMO: -13.5 eV
LUMO level: -3.88 eV

Here are the Löwdin charges for atoms 1 to 6, given in e: number 1, N, carries 0.33; number 2, H, carries 0.16; number 3, H, carries 0.10; number 4, H, carries 0.16; number 5, H, carries 0.13; number 6, C, carries 0.02

A 2-piece molecular cluster, C2H8NO overall. Source: OMol25; level of theory: the ωB97M-V functional and the def2-TZVPD basis.

Atoms and positions in Å:
O 1.4230 -1.5834 -2.0608
H 1.2637 -2.5845 -2.0074
H 1.9623 -1.4529 -2.9127
H -1.7269 0.6189 1.8409
C -1.2164 1.3599 1.2250
C -0.3636 0.6855 0.2294
N 0.2633 -0.4030 0.5381
H -1.9914 1.9554 0.7488
H -0.5446 1.9697 1.8419
H -0.0948 1.1300 -0.7186
H 0.1791 -0.8505 1.4440
H 0.8462 -0.8451 -0.1686

Values from the calculation:
Total charge: +2
E_tot: -5718.0129 eV
HOMO-LUMO gap (alpha / beta): 12.14 / 4.49 eV
HOMO (alpha / beta): -21.7 / -21.7 eV
Multiplicity: 2
LUMO level (alpha / beta): -9.61 / -17.24 eV

Here are the Löwdin charges for atoms 1 to 6, given in e: number 1, O, carries 0.52; number 2, H, carries 0.24; number 3, H, carries 0.25; number 4, H, carries 0.11; number 5, C, carries 0.01; number 6, C, carries -0.03